[1]
This record from the OMol25 dataset describes 10 unconnected molecules or ions with the total composition C35H60O30 at a distorted geometry. The level of theory is ωB97M-V with the def2-TZVPD basis set.

- Frontier orbital gap: 10.369 eV
- LUMO level: -0.0010 hartree
- Energy above the lowest of the compared OMol25 structures with the same formula, charge and spin: 0.0 kJ/mol
- Charge: 0
- SMILES string: CCOC(=O)OC.CCOC(=O)OC.CCOC(=O)OC.CCOC(=O)OC.CCOC(=O)OC.O=C1OCCO1.O=C1OCCO1.O=C1OCCO1.O=C1OCCO1.O=C1OCCO1

Cartesian coordinates (Å):
C  2.318  6.014  3.215
O  0.023  -4.911  1.933
C  -4.170  -3.852  -3.173
O  1.366  2.166  -4.584
H  4.578  4.081  -1.838
H  0.576  -0.563  -4.415
H  0.900  -4.780  -1.327
O  3.616  5.293  -0.542
H  1.246  0.298  -0.705
C  2.763  -2.249  2.123
O  -3.549  -4.690  -4.022
C  3.076  -2.512  3.569
H  2.405  -3.181  1.683
H  -5.378  -3.197  -5.658
C  2.000  1.622  0.852
C  -4.465  -5.084  -5.059
H  -0.412  -6.040  5.675
C  -4.793  0.053  -2.274
H  2.577  2.271  0.193
C  -0.817  1.363  3.826
H  -5.285  -0.056  -5.875
O  -4.239  1.012  -3.177
H  3.864  -3.262  3.633
H  -3.183  -1.656  0.347
H  3.343  -1.604  4.107
O  -1.343  -1.312  1.255
O  2.612  6.622  0.913
O  -0.487  2.632  -3.419
H  -4.146  0.309  -7.210
H  2.353  0.445  5.846
H  4.763  -0.942  -2.122
O  -0.022  0.338  0.927
C  0.887  1.015  0.039
O  -0.977  2.650  5.712
C  5.542  -1.461  -1.565
C  -0.828  3.409  -2.273
C  -2.418  -2.187  0.921
H  1.531  -3.992  -0.047
C  0.102  -5.498  0.614
O  0.916  3.845  5.382
H  -4.825  -6.093  -4.868
H  0.823  -6.313  0.620
H  4.175  0.316  5.807
C  3.787  2.522  4.053
H  -1.817  -0.024  -3.920
H  2.493  7.030  3.571
C  -5.554  -4.014  -4.962
O  0.322  2.223  3.965
H  -0.193  -3.681  -0.533
O  -4.083  3.255  -3.187
C  -1.417  -1.035  -3.839
O  -4.645  2.158  -1.316
H  0.356  1.772  -0.531
O  -5.434  -3.615  -3.581
C  -4.295  2.240  -2.617
C  -0.547  -5.696  2.847
O  3.147  -2.047  -0.616
H  4.921  5.823  -2.065
H  -1.844  -6.501  4.809
H  0.828  3.744  -0.862
O  -0.798  -4.943  3.926
H  2.698  5.352  3.992
C  2.917  6.414  -0.358
H  0.485  -2.030  -3.439
H  -5.490  0.576  -0.215
H  2.519  2.702  6.663
H  5.701  -2.461  -1.966
H  0.476  5.129  -1.866
O  -3.413  -0.740  -5.565
H  0.328  -0.379  -2.747
C  -4.453  -0.427  -6.466
H  -0.555  0.354  4.162
H  -2.907  -2.487  1.843
C  0.828  2.729  -3.690
H  -1.038  1.239  2.774
O  3.980  -1.862  1.487
C  0.574  -4.429  -0.342
O  3.910  3.138  5.235
O  -1.367  -0.301  -0.773
H  -3.929  -5.039  -6.004
C  0.153  3.003  5.045
O  -3.689  -3.412  -2.176
C  3.058  5.707  1.945
H  -4.185  -0.848  -2.306
H  -5.827  -0.187  -2.532
H  2.221  -2.975  4.067
C  4.032  -1.815  0.168
O  -2.690  -2.444  -6.845
C  0.503  4.039  -1.861
O  5.274  -1.454  -0.174
H  -2.492  2.702  4.264
C  4.154  5.083  -1.842
H  -1.249  2.783  -1.485
C  3.295  0.922  5.591
O  4.130  2.952  3.001
H  4.182  2.261  7.101
H  -4.767  -1.303  -7.039
H  2.637  0.898  1.357
H  -1.795  -4.920  5.677
O  -1.691  -1.935  -4.919
H  4.127  5.898  2.082
O  2.587  7.154  -1.246
H  -2.445  1.245  5.255
C  -4.701  0.778  -0.930
C  -1.830  2.001  4.775
H  -6.554  -4.435  -5.024
H  1.578  2.227  1.660
H  6.461  -0.898  -1.731
H  -0.904  -5.806  0.335
O  3.310  1.258  4.209
C  3.453  2.282  6.296
H  3.400  5.081  -2.628
H  -2.110  -3.033  0.313
H  3.007  4.666  1.642
C  -1.238  -5.636  5.083
C  -0.978  -0.399  0.363
H  1.985  -1.497  1.984
C  -2.577  -1.752  -5.872
H  -1.566  4.175  -2.501
H  -3.735  0.528  -0.478
O  -0.802  -6.862  2.729
O  1.449  3.547  -2.807
C  0.060  -1.038  -3.571
H  1.241  5.888  3.101
H  -1.975  -1.437  -2.984

Mulliken population analysis, charges in e, atoms 1 to 2: number 1, C, carries -1.072; number 2, O, carries -0.106

[2]
This record from the OMol25 dataset describes C2HN5O in the gas phase at a distorted geometry. The level of theory is ωB97M-V with the def2-TZVPD basis set.

- Frontier orbital gap: 7.471 eV
- LUMO level: -0.0541 hartree
- Energy above the lowest of the compared OMol25 structures with the same formula, charge and spin: 372.1 kJ/mol
- Charge: 0
- SMILES string: O=c1ncnnnn1

Cartesian coordinates (Å):
N  -0.954  0.381  1.119
H  -0.596  -1.393  2.213
C  -0.437  1.065  -0.066
C  -0.675  -0.864  1.145
O  -0.855  2.016  -0.657
N  -0.207  -1.683  0.047
N  0.582  -1.452  -0.802
N  1.613  -0.209  -0.725
N  0.982  0.685  -0.128

Mulliken population analysis, charges in e, atoms 1 to 2: number 1, N, carries -0.332; number 2, H, carries 0.306

[3]
This record from the OMol25 dataset describes C5H9NS in the gas phase at a distorted geometry. The level of theory is ωB97M-V with the def2-TZVPD basis set.

- Frontier orbital gap: 9.179 eV
- LUMO level: 0.0244 hartree
- Energy above the lowest of the compared OMol25 structures with the same formula, charge and spin: 328.2 kJ/mol
- Charge: 0
- SMILES string: CCC(=S)N1CC1

Cartesian coordinates (Å):
H  -0.800  -1.276  1.350
N  0.799  0.307  -0.240
C  -1.242  -0.386  0.709
H  -2.484  0.040  -0.967
H  -2.619  -1.644  -0.345
H  2.226  1.428  -1.325
C  -1.996  -0.853  -0.563
C  1.886  1.092  -0.197
C  2.048  -0.445  0.170
H  -1.263  -1.005  -1.406
S  -0.981  2.116  0.024
H  -1.972  -0.026  1.303
H  1.861  1.749  0.758
H  2.561  -1.116  -0.683
H  2.394  -0.658  1.157
C  -0.417  0.677  0.255

Mulliken population analysis, charges in e, atoms 1 to 2: number 1, H, carries 0.262; number 2, N, carries 0.139

[4]
This record from the OMol25 dataset describes C2H2N4O in the gas phase at a distorted geometry. The level of theory is ωB97M-V with the def2-TZVPD basis set.

- Frontier orbital gap: 9.074 eV
- LUMO level: -0.0321 hartree
- Energy above the lowest of the compared OMol25 structures with the same formula, charge and spin: 117.5 kJ/mol
- Charge: 0

Cartesian coordinates (Å):
O  0.409  -1.461  0.905
N  1.050  0.578  0.055
N  -0.681  2.033  -0.445
H  -0.047  2.743  -0.254
C  -0.185  0.883  -0.399
H  2.223  -0.632  1.210
C  1.219  -0.505  0.769
N  -1.010  -1.326  -0.394
N  -1.023  -0.241  -0.703

Mulliken population analysis, charges in e, atoms 1 to 2: number 1, O, carries -0.542; number 2, N, carries -0.522

[5]
This record from the OMol25 dataset describes a gas-phase ion, C6H16N3 (charge +1) at a distorted geometry. The level of theory is ωB97M-V with the def2-TZVPD basis set.

- Frontier orbital gap: 10.605 eV
- LUMO level: -0.0963 hartree
- Energy above the lowest of the compared OMol25 structures with the same formula, charge and spin: 184.1 kJ/mol
- Charge: +1
- SMILES string: C/C=C(/NC)[N@@H+](C)CN

Cartesian coordinates (Å):
H  2.468  1.094  0.165
C  0.384  1.437  1.400
H  -0.921  -3.178  1.015
H  -0.238  -3.419  -0.740
H  -1.902  1.271  -1.292
C  -2.399  0.694  -0.532
H  -3.349  0.328  -0.820
N  0.411  0.777  0.110
C  -1.674  -0.480  -0.053
H  -0.638  1.373  1.888
H  2.026  1.297  -2.511
H  -2.585  1.416  0.268
H  0.711  -3.779  0.692
H  1.652  2.735  -1.564
N  1.581  1.595  -1.694
N  0.639  -1.744  0.295
H  -0.228  1.359  -0.528
C  -0.393  -0.535  0.146
H  -2.234  -1.273  0.323
C  -0.063  -3.098  0.310
H  0.705  2.441  1.376
C  1.716  0.770  -0.552
H  2.052  -0.254  -0.841
H  1.103  -1.680  1.208
H  1.175  0.852  1.932

Mulliken population analysis, charges in e, atoms 1 to 2: number 1, H, carries 0.317; number 2, C, carries -0.928

Q: Which of these has the lowest LUMO level?
A: C6H16N3